A structure of composition C62H161KN12O19, computed with wB97M-V/def2-TZVPD.

Geometry as ORCA input:
```
! wB97M-V def2-TZVPD RIJCOSX def2/J DEFGRID3
* xyz 0 1
H -7.328 -15.186 32.384
H -13.237 -11.827 33.809
H -10.401 -20.038 22.682
C -7.740 -21.312 28.893
H -5.591 -10.521 27.349
H -11.345 -17.134 28.651
H -9.703 -20.573 32.417
O -10.345 -18.105 23.141
H -1.677 -12.458 31.074
H -4.093 -7.622 25.028
H -15.823 -13.756 32.338
H -6.257 -12.154 23.745
H -2.145 -12.327 21.951
O -7.218 -16.015 27.639
H -4.757 -16.592 25.581
C -6.234 -20.534 23.963
H -3.739 -6.727 29.747
H -3.868 -19.038 29.926
H -7.342 -13.306 24.604
H -5.896 -6.958 29.991
O -2.128 -14.607 25.679
H -3.989 -16.837 30.976
H -8.434 -19.947 31.298
H -3.111 -7.051 32.086
H -6.574 -19.977 23.034
H -5.338 -15.064 31.429
C -4.367 -18.231 29.394
H -10.892 -17.962 21.115
H -5.885 -16.124 21.382
C -3.060 -7.924 31.379
H -0.889 -14.340 27.484
H -7.477 -16.718 21.277
H -4.898 -17.717 27.287
C -1.508 -11.794 22.697
H 0.538 -14.843 21.282
H -6.799 -14.396 33.853
H -11.999 -15.280 24.180
H -8.210 -12.187 27.439
C -4.801 -17.657 23.814
H -2.377 -15.266 27.742
H -2.924 -16.908 24.131
H -1.009 -15.849 26.778
H -6.665 -11.243 29.419
H -12.325 -17.905 29.981
C -9.589 -17.741 30.757
N -9.998 -19.226 25.941
H -6.326 -17.522 29.154
C -16.565 -11.923 34.045
N -16.072 -14.422 31.605
C -6.461 -15.076 33.051
O -11.348 -13.475 33.885
H -9.676 -21.866 26.963
H -3.646 -16.102 22.799
H -6.095 -8.324 26.058
O -8.588 -20.452 28.118
C -7.080 -12.873 23.603
C -7.936 -10.278 31.447
H -4.221 -13.529 16.859
H -4.765 -12.220 17.893
O -14.184 -13.060 28.701
C -15.091 -11.681 34.631
H -3.261 -18.124 27.501
H -7.284 -15.168 18.058
C -10.636 -11.704 24.976
H -18.613 -10.769 33.212
C -15.811 -13.766 30.266
H -3.421 -13.455 23.771
H -4.708 -8.479 28.392
H -13.599 -13.766 35.396
H -9.510 -15.569 24.572
O -6.591 -13.823 22.658
H -3.848 -18.866 25.376
C -6.899 -14.886 28.475
H -19.444 -10.377 34.693
C -18.777 -11.130 34.219
H -5.912 -13.488 17.117
H -14.890 -10.670 34.451
O -4.689 -9.602 25.300
H -5.897 -13.712 26.911
H -6.767 -9.382 24.708
H -13.920 -12.712 30.648
H -9.194 -17.950 29.785
O -2.705 -8.921 28.700
H -6.033 -12.759 31.331
H 0.452 -13.612 20.087
H -7.451 -15.567 23.509
H -2.017 -14.918 30.008
N -5.791 -18.254 29.679
H -10.682 -19.163 27.919
H -11.133 -16.559 31.676
H -10.009 -12.259 33.065
H -16.721 -12.286 28.964
H -5.712 -12.702 33.123
C -14.383 -13.522 30.017
H -16.920 -12.953 34.079
H -4.656 -18.680 33.720
C -7.363 -15.005 22.520
H -10.481 -13.590 32.043
O -5.882 -17.483 32.636
N -5.390 -16.799 24.819
C -10.854 -12.865 32.754
H -2.538 -11.003 30.409
C -7.808 -11.335 29.371
H -8.854 -19.661 23.481
H -0.958 -13.947 21.010
H -3.271 -10.823 28.184
H -16.055 -14.560 29.546
C -6.946 -15.763 21.321
H -8.080 -12.315 29.867
H -8.691 -9.692 32.028
H -6.843 -14.083 20.199
H -19.316 -12.111 34.171
C -5.199 -15.343 18.767
H -2.150 -12.336 29.298
H -5.582 -21.374 23.691
C -6.702 -15.585 18.888
C -6.440 -10.413 26.577
H -2.055 -8.021 31.008
H -7.771 -14.222 28.530
C -5.377 -13.122 32.140
H -2.694 -9.903 26.805
C -4.457 -19.007 24.507
C -2.414 -12.067 30.313
C -0.081 -11.693 22.194
H -10.567 -16.176 27.222
H -4.164 -11.378 31.968
C -11.623 -15.706 25.067
O -10.107 -18.913 31.312
H -4.158 -16.082 29.406
H -10.006 -16.594 21.898
O -2.344 -16.925 29.675
H -12.536 -11.832 29.100
H -1.872 -15.943 31.442
H -3.781 -19.601 23.819
H -12.328 -15.498 25.903
H -11.603 -19.589 24.719
C -9.949 -13.832 25.654
C -4.037 -12.475 31.886
H -7.174 -22.062 28.316
H -11.499 -11.715 25.650
H -14.577 -14.365 34.040
H -5.477 -15.828 24.473
H -12.730 -12.391 27.458
H -1.560 -10.457 28.032
O -10.426 -13.057 24.542
C -13.747 -13.711 34.292
H -6.854 -16.622 18.953
H -8.407 -14.732 22.295
H -8.886 -13.553 25.901
H -3.000 -17.676 22.453
C -9.841 -21.035 27.651
C -11.727 -17.018 29.681
C -4.943 -13.279 17.634
H -1.015 -13.272 24.012
C -9.217 -19.706 32.003
H -12.195 -13.520 28.767
H -10.552 -20.972 24.781
H -4.322 -9.700 29.654
K -7.329 -18.341 26.657
H -16.192 -11.663 30.528
H -6.384 -18.866 34.105
O -8.393 -10.291 30.134
H -8.797 -17.365 31.403
C -2.966 -12.742 24.421
H -8.324 -21.850 29.626
H -11.615 -12.236 32.270
H -9.738 -11.354 25.425
H -7.664 -9.368 27.927
H -10.857 -11.107 24.088
C -8.355 -11.201 27.942
H -9.296 -18.252 21.433
O 0.522 -12.986 22.185
C -4.013 -7.646 30.226
H 0.435 -11.168 22.962
N -7.227 -15.021 20.106
C -2.951 -13.414 25.768
O -17.509 -11.204 34.845
C -6.065 -9.356 25.598
H -11.594 -16.810 25.002
H -3.622 -11.850 24.477
H -0.669 -15.847 30.010
H -11.630 -20.257 26.927
H -7.033 -20.551 29.292
O -5.608 -19.677 24.901
C -3.744 -16.932 29.891
O -3.656 -12.739 30.596
N -5.389 -7.480 30.697
H -4.547 -19.368 27.630
H -9.392 -15.044 31.088
H -10.514 -21.466 28.407
H -10.501 -13.749 26.586
H -12.267 -15.293 33.908
H -12.639 -14.369 32.506
H -12.432 -16.205 29.537
H -4.778 -15.788 17.848
C -2.562 -10.068 27.888
H -3.384 -8.823 31.884
C -4.222 -18.361 27.925
H -16.582 -11.668 33.010
H -6.918 -9.850 31.462
C -16.632 -12.528 30.023
C -10.091 -17.678 21.808
C -4.058 -8.599 24.532
C -5.690 -14.120 27.932
H -4.638 -15.742 19.578
H -5.282 -13.350 28.626
H -5.672 -19.551 32.525
C -3.519 -17.092 23.209
N -10.052 -15.400 30.363
H -7.132 -20.917 24.451
H -9.398 -15.514 29.544
H -7.991 -11.295 31.891
H -1.918 -10.738 22.723
N -5.376 -14.543 32.294
C -5.636 -18.736 33.286
H -5.495 -17.883 23.002
C -10.191 -15.333 25.443
H -3.008 -8.822 24.460
H -15.163 -11.882 35.714
H -7.983 -12.415 23.244
H -15.423 -15.215 31.677
H -13.833 -14.481 30.277
C -10.585 -19.843 27.081
C 0.111 -13.867 21.099
C -4.028 -8.745 29.209
C -10.580 -19.867 24.774
C -1.701 -15.849 30.371
C -1.618 -14.998 26.953
H -7.000 -16.822 34.336
N -9.811 -16.203 26.589
H -5.435 -6.801 31.469
H -5.243 -16.445 34.285
C -6.208 -16.476 33.684
H -6.634 -15.128 29.534
N -1.565 -12.403 24.022
O -4.800 -13.988 18.864
H -8.665 -19.208 32.833
C -9.939 -19.389 23.479
H -5.925 -18.169 30.684
H -9.438 -11.007 28.050
H -0.062 -11.194 21.225
H -3.912 -13.738 26.179
C -12.499 -14.273 33.590
H -2.617 -12.704 26.506
H -4.456 -8.506 23.560
H -4.916 -14.930 27.777
H -3.300 -12.844 32.634
C -10.652 -16.674 30.711
H -8.886 -16.017 27.057
H -6.564 -11.343 26.056
C -12.868 -12.709 28.486
H -17.633 -12.740 30.408
N -14.099 -12.380 33.811
H -10.168 -18.208 25.889
N -7.717 -10.082 27.216
*
```

For the frontier orbital gap, the calculation gives 7.724 eV.

A cluster of 2 separate species, C3H9N5 in total, computed with wB97M-V/def2-TZVPD.

Geometry as ORCA input:
```
! wB97M-V def2-TZVPD RIJCOSX def2/J DEFGRID3
* xyz 2 1
N 1.539 -0.225 1.211
N 0.108 0.623 2.845
H 1.668 -0.936 -3.311
H -1.575 0.691 1.232
C 0.391 0.225 1.643
C -0.872 0.127 -0.482
H 2.330 -0.436 1.805
H -0.627 1.227 3.163
H 0.674 0.255 3.594
H 0.112 -0.429 -3.560
H 1.789 -0.651 0.271
H -1.643 0.216 -2.361
N 0.775 -0.554 -1.559
H -2.856 0.016 -1.179
N -0.784 0.279 0.829
C 0.785 -0.576 -2.798
N -1.814 0.149 -1.343
*
```

For the frontier orbital gap, the calculation gives 9.276 eV. The value obtained for the energy relative to the best compared isomer or geometry (same formula, charge and spin) is 64.0 kcal per mole.

A structure of composition C3H4CsO4, computed with wB97M-V/def2-TZVPD.

Geometry as ORCA input:
```
! wB97M-V def2-TZVPD RIJCOSX def2/J DEFGRID3
* xyz 0 2
O 2.264 -2.949 -1.849
O 3.847 -4.967 0.891
H 2.761 -3.146 -2.646
C 2.718 -4.328 1.263
O 2.742 -3.117 1.458
H 4.091 -6.482 -0.487
Cs 2.576 -0.189 -0.390
H 1.819 -5.925 -1.455
H 4.562 -4.803 -1.014
O 1.719 -4.950 0.676
C 2.415 -5.179 -0.932
C 3.823 -5.417 -0.479
*
```

For the frontier orbital gap (alpha / beta), the calculation gives 5.910 / 6.851 eV. Its expectation value of S² is 0.757. The value obtained for the energy relative to the best compared isomer or geometry (same formula, charge and spin) is 87.9 kcal per mole.

A cluster of 2 separate species, C4H11N3 in total, computed with wB97M-V/def2-TZVPD.

Geometry as ORCA input:
```
! wB97M-V def2-TZVPD RIJCOSX def2/J DEFGRID3
* xyz 0 1
C 0.856 -3.340 0.737
N -0.842 2.322 -0.490
H 1.577 -4.210 0.744
H -2.187 3.999 -0.026
C -1.363 1.502 -1.356
N 1.637 -2.121 0.654
H -2.833 2.340 0.258
H 0.065 -3.375 -0.059
C 0.891 -0.997 0.406
H -0.638 0.986 -1.983
C -1.947 2.951 0.336
H -0.008 -0.910 1.034
H 0.607 0.788 -0.238
H -2.450 1.419 -1.582
N 1.223 -0.072 -0.431
H 2.365 -2.192 -0.076
H -1.586 2.964 1.388
H 0.332 -3.407 1.677
*
```

For the frontier orbital gap, the calculation gives 10.042 eV. The structure (SMILES) is [H]/N=C/NC.C=NC. The value obtained for the energy relative to the best compared isomer or geometry (same formula, charge and spin) is 64.3 kcal per mole.

A structure of composition C24H17CoN5OS3, computed with wB97M-V/def2-TZVPD.

Geometry as ORCA input:
```
! wB97M-V def2-TZVPD RIJCOSX def2/J DEFGRID3
* xyz -1 1
H -1.252 -0.370 5.682
N 0.842 -0.470 -2.803
C -1.052 2.308 1.407
C 1.308 -0.474 2.801
C 1.669 0.039 4.038
O 0.436 0.865 0.222
S -0.295 -2.831 -1.657
C 1.194 -5.030 -2.141
C -2.308 2.901 1.514
C 1.864 -1.195 -4.824
H -1.343 -0.269 -5.351
H 0.903 2.153 2.238
H 0.637 -1.158 -6.584
C 2.314 -3.218 -0.984
H -3.104 0.622 -3.847
H -1.787 4.807 4.263
C -1.579 4.111 3.460
C 1.892 -0.942 -3.459
H -3.549 4.253 2.617
H 2.031 -0.493 2.002
C -0.327 3.524 3.354
H -3.000 1.662 -2.411
C -2.431 1.205 -3.215
N -1.755 0.984 -0.465
C -0.062 2.628 2.328
C -0.408 -0.460 -4.842
H 1.050 0.492 6.049
H 2.771 -1.130 -2.853
H 0.446 3.752 4.077
C 1.195 -3.719 -1.564
C -0.887 -0.916 3.648
H -1.984 1.984 -3.836
C -2.569 3.799 2.535
N 1.164 -6.071 -2.632
C 0.762 0.084 5.088
C -0.762 1.317 0.336
C 3.518 -3.993 -0.943
C 0.021 -0.967 2.582
Co 0.337 -0.869 -0.729
C -0.302 -0.246 -3.480
H 2.679 0.410 4.178
H -3.072 2.638 0.795
C -0.522 -0.401 4.881
S -0.568 -1.745 1.109
C 0.695 -0.954 -5.523
H 2.745 -1.584 -5.315
C -1.376 0.319 -2.640
H -1.895 -1.279 3.489
N 4.506 -4.584 -0.923
N -1.182 0.139 -1.390
S 2.391 -1.627 -0.281
*
```

For the frontier orbital gap, the calculation gives 6.261 eV. The value obtained for the energy relative to the best compared isomer or geometry (same formula, charge and spin) is 28.6 kcal per mole.

The molecule C20H20ClN3O3, computed with wB97M-V/def2-TZVPD.

Geometry as ORCA input:
```
! wB97M-V def2-TZVPD RIJCOSX def2/J DEFGRID3
* xyz 0 1
C -2.226 -1.890 -1.666
H 1.064 -3.435 0.320
C 1.842 1.440 0.251
C 1.279 -2.691 -0.450
C -2.913 0.167 -0.391
H -1.064 2.428 1.678
C -0.298 3.144 -0.190
C 2.239 -1.496 1.493
C 1.787 2.218 -0.899
N 2.187 -1.730 0.113
H -2.491 0.765 -1.183
H 0.801 0.908 2.058
H -4.448 0.492 2.602
O 2.811 -0.611 -1.797
C 0.723 3.071 -1.123
H -2.927 -2.578 -2.142
H -1.963 -4.436 -1.742
H 4.463 1.951 0.818
C 2.974 0.435 0.422
O 0.001 -0.699 -0.813
C -1.052 -4.083 -1.263
Cl -1.643 4.191 -0.472
C 0.016 -1.914 -0.863
C -4.005 0.015 1.740
C 0.806 1.524 1.172
C -3.387 -1.979 0.561
C 4.360 1.042 0.231
O 1.845 -2.256 2.339
H 5.117 0.326 0.544
C -3.486 0.779 0.710
C -3.952 -1.367 1.665
H 2.938 0.130 2.559
H -1.925 -1.127 -2.390
N -1.033 -2.641 -1.286
H -3.527 1.857 0.760
H 1.733 -3.161 -1.326
H -4.353 -1.969 2.467
N 2.874 -0.310 1.657
H -0.200 -4.491 -1.809
H 4.517 1.273 -0.818
H -1.028 -4.469 -0.240
H -3.352 -3.058 0.505
C -0.260 2.377 0.961
H 2.560 2.133 -1.645
H 0.677 3.662 -2.024
C -2.864 -1.217 -0.477
C 2.654 -0.661 -0.607
*
```

For the frontier orbital gap, the calculation gives 9.551 eV. The structure (SMILES) is CN(Cc1ccccc1)C(=O)CN1C(=O)N[C@](C)(c2ccc(Cl)cc2)C1=O. The value obtained for the energy relative to the best compared isomer or geometry (same formula, charge and spin) is 12.2 kcal per mole.

A structure of composition C39H34CaN7S, computed with wB97M-V/def2-TZVPD.

Geometry as ORCA input:
```
! wB97M-V def2-TZVPD RIJCOSX def2/J DEFGRID3
* xyz 1 1
H -2.912 -3.758 -2.846
H -0.373 4.687 2.574
C -4.144 -0.651 -2.274
H -3.139 -3.047 3.425
C 1.909 2.570 -1.749
H -4.199 3.102 -1.269
N -2.337 -0.284 1.702
C -3.053 1.305 -1.358
H -2.674 0.491 -5.614
Ca 0.043 0.120 -0.335
C 2.822 -4.198 4.802
H 1.537 -2.681 1.066
C -2.981 -0.072 -1.707
H -2.165 1.791 -0.955
C -1.444 1.346 -4.086
H 3.529 -0.322 -1.309
H 3.111 -5.030 5.430
S -4.539 -1.253 2.557
C 1.425 -4.094 4.412
C 3.608 1.116 0.259
C -5.343 1.450 -2.079
C 1.044 -3.158 3.534
N 2.367 -0.839 0.819
N 0.209 -1.206 1.663
C 2.566 0.288 3.765
H -2.188 2.064 -3.768
C 1.596 4.495 -0.168
H 4.144 -1.772 2.882
H 2.052 -1.335 5.077
C -4.185 2.052 -1.536
C -2.045 -1.468 2.335
H 2.874 3.050 -1.963
H 2.562 0.938 4.633
C 1.560 -1.734 1.625
N 0.483 2.432 0.236
N -0.270 -2.995 3.068
H 4.164 1.253 -1.802
H 2.403 -0.460 -3.054
H 1.225 2.821 -2.555
C 0.651 0.490 -3.772
C -4.100 -2.008 -2.683
C -0.635 -1.894 2.344
C -2.951 -2.723 -2.528
C 2.824 0.277 1.245
H -6.240 2.038 -2.220
H -6.195 -0.332 -2.870
C 3.383 -2.181 3.535
C 1.970 -2.127 3.033
C -1.807 -2.119 -1.944
C -3.611 -0.049 1.768
C 2.731 0.885 2.580
C 2.408 -1.126 4.076
C 2.010 0.557 -3.100
N 2.061 1.102 -1.727
C 0.988 5.059 0.938
H -4.984 -2.457 -3.121
H 1.254 -1.134 -5.043
H 3.418 2.174 0.449
C -1.715 0.465 -5.116
H 4.667 0.968 0.497
H -0.989 -3.562 3.487
C -0.743 -0.457 -5.463
H 0.710 -4.804 4.809
C 3.751 -3.337 4.368
C 3.396 0.753 -1.196
H 2.280 5.069 -0.779
H -0.928 -2.758 -1.842
C -0.096 2.982 1.312
C 0.466 -0.437 -4.789
C 0.120 4.287 1.700
H 2.892 1.957 2.588
N -0.292 1.356 -3.411
H 1.189 6.087 1.207
H 4.797 -3.490 4.598
H -0.757 2.333 1.878
C -5.316 0.133 -2.439
C -3.109 -2.118 2.880
H -0.919 -1.176 -6.252
C -1.760 -0.809 -1.512
H 2.699 1.121 -3.748
H -4.081 0.815 1.323
C 1.318 3.173 -0.498
*
```

For the frontier orbital gap, the calculation gives 6.843 eV. The value obtained for the energy relative to the best compared isomer or geometry (same formula, charge and spin) is 0.0 kcal per mole.

The E results, record by record, are as follows: -5144.95791 -392.74805 -437.63367 -323.20399 -3851.23025 -1624.39653 -2965.50786 Ha.
The strongest force on any atom results, record by record, are as follows: 3.085 5.588 5.954 3.347 0.296 0.528 0.733 eV/A.